Record 1
{"formula": "C3H7NO2", "method": "the ωB97M-V functional and the def2-TZVPD basis", "species": ["C", "N", "C", "O", "C", "O", "H", "H", "H", "H", "H", "H", "H"], "coordinates": [[1.850, -0.240, -0.013], [0.471, -0.030, -0.493], [-0.493, 0.676, 0.650], [0.073, 1.482, 1.370], [-1.676, 0.018, 0.542], [-2.032, -0.672, -0.651], [2.214, 0.705, 0.395], [1.828, -0.982, 0.785], [2.500, -0.587, -0.822], [0.467, 0.476, -1.378], [-0.095, -0.866, -0.586], [-2.446, 0.098, 1.287], [-2.661, -0.077, -1.086]], "mulliken_charge": [-0.83, -0.24, 0.58, -0.64, -0.61, -0.59, 0.34, 0.30, 0.31, 0.28, 0.37, 0.42, 0.31], "energy_ev": -8807.5258, "e_above_lowest_kcal_mol": 69.25, "e_lumo_ev": 0.53, "total_charge": 0, "mol_weight_g_mol": 89.09, "spin_multiplicity": 1, "gap_ev": 7.91, "largest_force_ev_per_a": 0.84}

Record 2
{"formula": "C5H11N", "method": "the ωB97M-V functional and the def2-TZVPD basis", "species": ["C", "N", "C", "C", "C", "C", "H", "H", "H", "H", "H", "H", "H", "H", "H", "H", "H"], "coordinates": [[0.968, -0.167, 1.931], [0.136, 0.186, 0.770], [1.014, 0.401, -0.493], [-0.053, 0.569, -1.612], [-1.339, 0.158, -1.038], [-1.042, -0.584, 0.261], [1.715, 0.637, 2.203], [0.319, -0.377, 2.741], [1.510, -1.050, 1.753], [1.666, -0.543, -0.653], [1.707, 1.133, -0.232], [-0.045, 1.578, -1.927], [0.175, -0.187, -2.382], [-2.032, 0.956, -0.886], [-2.038, -0.446, -1.665], [-0.781, -1.693, 0.251], [-1.882, -0.571, 0.979]], "mulliken_charge": [-0.96, -0.15, -0.72, -0.40, -0.59, -0.58, 0.24, 0.33, 0.41, 0.23, 0.45, 0.30, 0.24, 0.26, 0.34, 0.28, 0.33], "energy_ev": -6852.1844, "e_above_lowest_kcal_mol": 31.00, "e_lumo_ev": 1.20, "total_charge": 0, "mol_weight_g_mol": 85.15, "spin_multiplicity": 1, "gap_ev": 9.31, "largest_force_ev_per_a": 4.38}

Record 3
{"formula": "C4H38NO15S", "method": "the ωB97M-V functional and the def2-TZVPD basis", "species": ["C", "N", "C", "O", "C", "C", "S", "H", "H", "H", "H", "H", "H", "H", "H", "H", "H", "H", "H", "O", "H", "H", "O", "H", "H", "O", "H", "H", "O", "H", "H", "O", "H", "H", "O", "H", "H", "O", "H", "H", "O", "H", "H", "O", "H", "H", "O", "H", "H", "O", "H", "H", "O", "H", "H", "O", "H", "H", "O"], "coordinates": [[0.326, 0.749, 0.219], [0.072, 0.811, 1.669], [1.214, 1.438, 2.473], [1.733, 2.541, 1.821], [-0.870, 0.127, -0.514], [-1.611, 1.299, -1.207], [-1.003, 1.904, -2.866], [0.551, 1.680, -0.263], [1.142, 0.109, 0.087], [-0.883, 1.245, 1.864], [0.733, 1.904, 3.405], [2.046, 0.705, 2.804], [-1.546, -0.401, 0.170], [-0.557, -0.624, -1.238], [-1.691, 2.168, -0.465], [-2.746, 1.021, -1.254], [-1.513, 0.813, -3.593], [1.430, -1.739, 3.523], [2.655, -1.943, 3.160], [2.298, -1.834, 3.971], [2.283, -0.457, -2.089], [3.052, -1.726, -1.518], [2.250, -1.357, -1.634], [2.656, 1.447, -2.001], [1.164, 1.264, -2.172], [1.999, 1.042, -2.619], [2.322, -1.973, 1.570], [2.398, -2.913, 0.361], [2.976, -2.331, 0.785], [-3.828, 0.300, 0.437], [-2.923, 1.440, 1.285], [-3.501, 0.525, 1.271], [4.000, 0.806, 0.369], [2.748, 1.872, 0.283], [3.445, 1.398, -0.313], [0.989, -2.318, -0.974], [0.426, -2.887, 0.305], [0.748, -3.191, -0.490], [-3.053, 3.111, 1.513], [-1.149, 3.416, 1.502], [-2.295, 2.691, 1.528], [0.930, 3.165, 1.651], [-0.505, 4.344, 0.541], [-0.302, 4.116, 1.404], [-3.103, -2.260, 1.451], [-2.793, -0.853, 1.972], [-2.731, -1.759, 2.147], [-2.116, -1.577, -4.076], [-2.241, -1.256, -2.586], [-2.427, -0.852, -3.424], [-0.211, -1.095, 2.238], [-0.907, -2.469, 2.259], [-0.001, -2.079, 1.898], [0.986, 0.148, -4.488], [1.018, -1.265, -4.142], [0.418, -0.614, -4.454], [-0.817, -2.913, -1.404], [-1.994, -2.323, -0.628], [-1.693, -2.592, -1.527]], "mulliken_charge": [-1.71, -0.03, -0.47, -0.66, 1.88, -0.94, -0.31, 0.77, 0.67, 0.41, 0.40, 0.17, -0.81, 0.22, 0.26, 0.42, 0.27, 0.31, 0.37, -0.66, 0.37, 0.19, -0.55, 0.33, 0.15, -0.80, 0.06, 0.47, -0.71, 0.27, 0.24, -0.85, 0.33, 0.39, -0.76, 0.48, 0.51, -0.96, 0.17, 0.26, -0.92, 0.47, 0.31, -0.81, 0.26, 0.37, -0.72, 0.30, 0.37, -0.69, 0.29, 0.37, -0.64, 0.27, 0.28, -0.56, 0.37, 0.28, -0.80], "energy_ev": -47803.0597, "e_above_lowest_kcal_mol": 60.86, "e_lumo_ev": 2.56, "total_charge": -1, "mol_weight_g_mol": 372.41, "spin_multiplicity": 1, "gap_ev": 8.78, "largest_force_ev_per_a": 6.88}

Record 4
{"formula": "C22H42F3N3O2S2", "method": "the ωB97M-V functional and the def2-TZVPD basis", "species": ["C", "C", "S", "C", "C", "C", "C", "C", "F", "C", "F", "F", "N", "C", "S", "O", "C", "O", "H", "H", "H", "H", "H", "H", "H", "H", "H", "H", "H", "H", "C", "C", "N", "C", "C", "C", "C", "H", "H", "H", "H", "H", "H", "H", "H", "H", "H", "H", "H", "H", "H", "H", "C", "C", "N", "C", "C", "C", "C", "H", "H", "H", "H", "H", "H", "H", "H", "H", "H", "H", "H", "H", "H", "H"], "coordinates": [[3.409, 0.070, 3.782], [3.130, 1.034, 2.617], [2.510, 2.638, 3.193], [0.721, 2.637, 2.891], [-0.118, 1.514, 3.544], [-1.594, 1.908, 3.465], [-2.594, 1.179, 4.403], [-2.266, -0.228, 4.768], [-1.772, -0.422, 6.020], [-2.325, -1.294, 3.975], [-1.498, -2.315, 4.083], [-3.219, -1.488, 3.029], [0.312, 1.356, 4.928], [0.152, 2.218, 5.752], [-0.032, 3.287, 6.869], [0.166, 0.247, 2.946], [-0.140, 0.120, 1.631], [-1.179, -0.342, 1.267], [4.277, -0.556, 3.583], [2.531, -0.531, 4.006], [3.618, 0.661, 4.672], [4.070, 1.233, 2.105], [2.454, 0.581, 1.901], [0.577, 2.635, 1.809], [0.372, 3.602, 3.251], [-1.972, 1.847, 2.446], [-1.632, 2.964, 3.736], [-2.770, 1.749, 5.314], [-3.554, 1.155, 3.882], [0.584, 0.447, 0.875], [5.905, -1.566, -1.503], [4.438, -1.905, -1.284], [3.540, -0.917, -1.852], [2.175, -1.035, -1.381], [1.392, -2.310, -1.712], [3.704, -0.658, -3.272], [3.605, -1.846, -4.236], [6.122, -0.552, -1.162], [6.532, -2.256, -0.938], [6.194, -1.647, -2.551], [4.253, -1.942, -0.207], [4.246, -2.920, -1.667], [1.605, -0.172, -1.739], [2.198, -0.936, -0.289], [1.109, -2.355, -2.763], [0.466, -2.323, -1.131], [1.947, -3.216, -1.466], [4.680, -0.186, -3.418], [2.980, 0.106, -3.564], [4.230, -2.682, -3.920], [3.947, -1.540, -5.226], [2.583, -2.205, -4.346], [-4.651, 0.774, -0.382], [-4.703, 0.159, -1.773], [-4.051, 0.978, -2.779], [-4.361, 0.587, -4.141], [-3.919, -0.803, -4.612], [-2.665, 1.310, -2.505], [-1.689, 0.157, -2.254], [-5.026, 1.799, -0.399], [-5.274, 0.195, 0.301], [-3.639, 0.778, 0.026], [-5.751, 0.052, -2.063], [-4.289, -0.860, -1.724], [-3.948, 1.340, -4.818], [-5.447, 0.658, -4.261], [-2.841, -0.865, -4.751], [-4.379, -1.024, -5.578], [-4.225, -1.586, -3.917], [-2.643, 1.963, -1.628], [-2.292, 1.933, -3.323], [-2.077, -0.550, -1.519], [-0.752, 0.552, -1.854], [-1.444, -0.392, -3.163]], "mulliken_charge": [-1.10, 0.80, -0.19, -0.89, 0.97, -1.22, -0.93, 0.52, -0.36, 0.26, -0.26, -0.22, -0.37, 0.45, -0.39, -0.29, -0.09, -0.34, 0.41, 0.21, 0.33, 0.48, -0.88, 0.45, 0.45, 0.49, 0.50, 0.38, 0.48, 0.32, -1.47, -0.37, 0.22, 0.06, -1.20, -0.68, -0.98, 0.33, 0.45, 0.30, 0.47, 0.28, 0.29, -0.28, 0.20, 0.43, 0.34, 0.39, 0.35, 0.25, 0.39, 0.25, -1.10, -0.39, 0.16, -0.70, -0.98, -1.30, -0.15, 0.33, 0.47, -0.06, 0.51, 0.27, 0.35, 0.42, 0.22, 0.40, 0.28, 0.36, 0.41, 0.17, 0.09, 0.26], "energy_ev": -61880.5725, "e_lumo_ev": 0.26, "total_charge": 0, "mol_weight_g_mol": 501.72, "spin_multiplicity": 1, "gap_ev": 8.39, "largest_force_ev_per_a": 1.01}

Record 5
{"formula": "C3InO2", "method": "the ωB97M-V functional and the def2-TZVPD basis", "species": ["C", "C", "O", "C", "O", "In"], "coordinates": [[-2.473, 0.313, -0.032], [-1.672, -0.667, 0.018], [-0.320, -0.896, 0.076], [0.511, 0.193, 0.098], [-0.037, 1.287, 0.020], [2.459, -0.261, -0.200]], "mulliken_charge": [0.02, 0.15, -0.28, 0.84, -0.38, 0.66], "energy_ev": -12362.8333, "e_lumo_ev": [-6.91, -8.93], "total_charge": 1, "mol_weight_g_mol": 182.85, "spin_multiplicity": 1, "gap_ev": [7.50, 5.88], "largest_force_ev_per_a": 8.44}